No. 1
2 unconnected molecules or ions with the total composition C4H7N3S in a non-equilibrium geometry. Source: OMol25; level of theory: ωB97M-V/def2-TZVPD.

Structure (ORCA input):
```
! wB97M-V def2-TZVPD RIJCOSX def2/J DEFGRID3
* xyz 0 1
C 1.188 -0.638 0.664
C 1.799 0.476 1.030
C -0.028 0.813 -0.663
C -0.424 -1.610 -1.026
N -2.680 1.327 0.632
N 0.277 -0.501 -0.406
N -1.575 1.642 0.425
S 1.196 1.904 0.222
H 1.297 -1.564 1.350
H 2.406 0.486 1.932
H -0.077 -1.979 -1.928
H -0.703 -2.326 -0.188
H -1.475 -1.343 -1.260
H -0.266 1.012 -1.697
H -0.937 2.303 0.911
*
```

The calculation puts the orbital gap (spin up / spin down) at 7.26 / 7.26 eV. The value obtained for the energy relative to the best compared isomer or geometry (same formula, charge and spin) is 508.7 kJ/mol. The energy is -718.9088 hartree. The largest force on an atom is 4.6 eV/Å.

Results of the Löwdin charge analysis, in e, for atoms 1 through 8: -0.20 -0.45 -0.38 -0.05 0.02 -0.23 -0.20 0.91

***

No. 2
A molecular structure, C5H9ClO3 in a non-equilibrium geometry. Source: OMol25; level of theory: ωB97M-V/def2-TZVPD.

Structure (ORCA input):
```
! wB97M-V def2-TZVPD RIJCOSX def2/J DEFGRID3
* xyz 0 1
C 0.419 0.285 1.736
C -0.165 1.085 0.551
C 0.362 -1.450 0.225
C -0.876 -0.022 -0.154
C -0.880 0.296 -1.692
O 1.035 -0.836 1.202
O 0.910 1.769 -0.147
O 1.242 -1.721 -0.743
Cl -2.435 -0.483 0.523
H 1.349 0.850 2.201
H -0.512 0.008 2.285
H -0.900 1.768 0.914
H -0.090 -2.370 0.493
H 0.034 0.040 -2.162
H -1.135 1.244 -1.701
H -1.646 -0.325 -2.088
H 1.145 1.152 -0.838
H 2.142 -1.290 -0.604
*
```

The calculation puts the orbital gap at 9.91 eV. The value obtained for the energy relative to the best compared isomer or geometry (same formula, charge and spin) is 177.4 kJ/mol. The energy is -881.7409 hartree. The largest force on an atom is 5.5 eV/Å.

Results of the Löwdin charge analysis, in e, for atoms 1 through 8: -0.16 -0.37 -0.37 -0.67 -0.05 -0.08 0.00 0.03

***

No. 3
A molecular structure, C7H6EuNO6 in a non-equilibrium geometry. Source: OMol25; level of theory: ωB97M-V/def2-TZVPD.

Structure (ORCA input):
```
! wB97M-V def2-TZVPD RIJCOSX def2/J DEFGRID3
* xyz 1 8
O 4.948 -3.071 -1.487
C 4.246 -2.422 -0.844
Eu 0.815 0.308 -0.061
O 3.105 -1.514 1.985
C 2.388 -0.722 1.528
C -0.034 1.812 1.949
O -0.693 2.229 2.810
C -0.088 2.056 -1.620
O -0.572 2.518 -2.539
C 2.665 2.239 0.091
O 3.600 2.861 -0.113
H 2.094 -0.205 -1.659
C -2.651 0.456 -0.095
C -2.013 -0.901 0.034
N -2.723 -2.017 0.084
O -0.751 -1.202 0.109
H -3.745 0.292 -0.099
H -2.367 0.983 -1.026
H -2.405 1.129 0.747
H -2.100 -2.819 0.172
H -3.720 -2.009 0.033
*
```

The calculation puts the orbital gap (spin up / spin down) at 6.55 / 6.62 eV. The value obtained for the energy relative to the best compared isomer or geometry (same formula, charge and spin) is 0.0 kJ/mol. The energy is -1486.5393 hartree. The largest force on an atom is 6.8 eV/Å.

Results of the Löwdin charge analysis, in e, for atoms 1 through 8: 0.02 -0.01 0.92 0.09 -0.06 -0.02 0.10 -0.08

***

No. 4
A molecular structure, C35H29Cl5N9O3STi in a non-equilibrium geometry. Source: OMol25; level of theory: ωB97M-V/def2-TZVPD.

Structure (ORCA input):
```
! wB97M-V def2-TZVPD RIJCOSX def2/J DEFGRID3
* xyz 1 1
Ti 0.177 0.546 0.411
C -0.344 5.136 0.862
C 0.162 3.852 1.008
N -0.379 2.831 0.355
C -1.388 3.080 -0.479
C -1.932 4.359 -0.548
N -1.413 5.381 0.117
C -1.863 1.961 -1.325
C -2.525 2.241 -2.506
C -2.924 1.207 -3.338
C -2.725 -0.087 -2.872
C -2.077 -0.313 -1.673
N -1.574 0.701 -0.929
C -2.025 -1.704 -1.158
C -1.829 -2.788 -2.008
N -1.862 -4.038 -1.564
C -2.106 -4.206 -0.270
C -2.279 -3.126 0.586
N -2.229 -1.876 0.145
C -3.542 1.467 -4.655
C -3.265 0.639 -5.737
C -3.841 0.933 -6.964
N -4.654 1.964 -7.164
C -4.922 2.748 -6.124
C -4.392 2.548 -4.858
H 0.114 5.975 1.370
H 1.005 3.643 1.653
H -2.815 4.561 -1.140
H -2.660 3.267 -2.812
H -3.133 -0.926 -3.418
H -1.600 -2.651 -3.058
H -2.157 -5.225 0.096
H -2.444 -3.270 1.647
H -2.592 -0.203 -5.641
H -3.634 0.311 -7.827
H -5.594 3.577 -6.309
H -4.668 3.208 -4.046
Cl 1.054 -0.957 -2.548
C 1.275 -1.924 -1.117
C 0.842 -1.448 0.124
C 0.946 -2.360 1.177
Cl 0.413 -1.874 2.751
C 1.432 -3.653 1.033
Cl 1.420 -4.747 2.353
C 1.902 -4.066 -0.213
Cl 2.537 -5.644 -0.414
C 1.827 -3.195 -1.296
Cl 2.379 -3.711 -2.839
C -2.163 2.078 3.869
C -1.059 1.096 3.469
C 0.289 1.612 3.964
C -1.210 0.777 1.959
H -2.170 2.238 4.948
H -3.148 1.714 3.575
H -2.004 3.048 3.388
H -1.242 0.159 4.004
H 1.054 0.839 3.932
H 0.200 1.940 5.000
H 0.640 2.467 3.384
H -1.954 1.460 1.547
H -1.632 -0.228 1.827
N 4.044 0.471 -0.367
C 3.721 -0.032 0.816
S 2.490 0.685 1.788
N 4.426 -1.094 1.219
C 4.413 -1.862 2.424
C 4.759 -3.203 2.290
C 4.874 -4.004 3.413
C 4.636 -3.473 4.672
C 4.289 -2.137 4.797
C 4.184 -1.319 3.680
H 3.583 1.302 -0.722
H 4.796 0.086 -0.917
H 5.091 -1.447 0.544
H 4.944 -3.618 1.305
H 5.146 -5.045 3.300
H 4.726 -4.096 5.551
H 4.115 -1.712 5.776
H 3.952 -0.272 3.793
O 0.601 2.749 -2.495
N 1.522 2.403 -1.791
O 2.655 2.854 -1.834
O 1.331 1.419 -0.948
*
```

The calculation puts the orbital gap at 7.34 eV. The value obtained for the energy relative to the best compared isomer or geometry (same formula, charge and spin) is 84.5 kJ/mol. The energy is -5618.0359 hartree. The largest force on an atom is 1.2 eV/Å.

Results of the Löwdin charge analysis, in e, for atoms 1 through 8: 0.99 -0.07 -0.06 0.04 -0.20 -0.03 0.12 -0.18

***

Question: What is the formula in the third record?
Answer: C7H6EuNO6

***

Question: Which of these has the lowest energy relative to the best compared isomer or geometry (same formula, charge and spin)?
Answer: C7H6EuNO6

***

Question: Number 2 is which compound?
Answer: C5H9ClO3